Entry 1:
This record from the OMol25 dataset describes C34H58Br2CaCl2FN6O11RbS as an isolated structure. The level of theory is ωB97M-V/def2-TZVPD.

Structure (XYZ):
```
117
Properties=species:S:1:pos:R:3:lowdin_charge:R:1
H -3.14160 -2.00516 -0.40774 0.087
H -6.61771 -1.23910 -2.87079 0.113
O 1.66929 -8.56988 5.91155 -0.200
H -0.02102 -1.50451 1.09525 0.109
H -0.28417 3.05978 -5.08009 0.124
O -0.60590 5.26528 -3.05637 -0.015
H 4.23930 -1.86811 1.04779 0.073
S 3.21215 2.73116 -4.18651 1.046
C -0.55626 -4.67452 3.58565 -0.235
N 4.17307 -1.30513 0.20196 0.045
H 6.33301 -3.45280 -1.37624 0.117
C 1.63509 2.05276 -4.76375 -0.413
C -3.07957 4.70989 3.71563 -0.685
Rb -4.56234 -0.02412 1.46951 1.001
H 2.72621 -2.69153 -1.70955 0.068
C 0.08987 4.25887 -2.30412 -0.296
H 6.76155 -1.93117 -0.60486 0.114
H 4.54676 -4.64126 1.03313 0.051
H -1.77139 7.68271 -1.38892 0.102
H -4.00987 10.13717 -4.08809 0.106
H -3.38102 5.08655 4.69149 0.053
N -0.16775 -6.11813 5.60597 0.070
H -2.72951 0.42885 -1.61000 0.122
C -0.55330 4.08430 -0.90574 -0.713
H 1.69024 1.89496 -5.84422 0.080
H 3.22552 -3.70158 -0.36355 0.060
O 5.63235 1.95670 -3.98905 -0.215
H 1.58983 -7.59678 4.03733 0.077
H 1.59049 -6.09332 6.72097 0.148
H -3.03420 6.55228 2.55722 0.047
H 7.49521 0.77907 -3.96986 0.099
C -0.68146 -2.94799 5.25840 -0.087
Br -1.46487 4.98462 1.35518 1.089
C 1.33869 -6.15517 5.66240 -0.066
N 0.21863 3.00821 -2.99392 -0.112
H -1.10089 1.58129 -3.71160 0.129
H -7.10019 -1.46004 -5.32827 0.119
O 0.11267 3.74323 0.08258 -0.139
H -5.73474 -2.59160 -5.47341 0.126
H 0.83183 -10.43500 5.80615 0.061
Cl -3.60775 -3.86828 1.96982 -0.403
Ca 1.16385 -10.34587 3.38635 1.022
C 4.45744 1.53281 -4.42211 -0.723
C 5.60478 -4.66097 0.78595 -0.126
C -3.34356 10.04337 -3.24115 -0.067
H 0.50815 -4.42090 3.51207 0.134
C 0.83141 -0.04243 -0.19928 -0.045
N 4.45432 0.32776 -4.88884 0.082
H -5.18858 -0.77660 -3.83451 0.120
C -2.89377 11.17965 -2.58800 -0.008
C -1.62734 9.79679 -1.06773 0.001
C -5.84755 -1.60350 -3.56595 -0.254
C 1.91605 -7.42151 5.06743 -0.176
O -5.08192 -2.58582 -2.88550 -0.066
H 4.83805 -0.55190 0.36289 0.064
Cl 6.45676 1.59861 -1.76122 0.126
H -0.93224 -4.74657 2.56109 0.101
C -2.03587 11.04186 -1.51153 -0.150
Br -4.74238 4.15332 2.85360 0.593
H -0.45982 -6.84136 3.63969 0.109
C 6.02679 -2.74303 -0.59525 -0.220
H -0.97383 -1.90238 5.18394 0.098
C -6.49464 -2.20160 -4.79803 -0.236
O -1.93097 13.32375 -1.23284 0.074
C -0.67774 1.08807 -1.69938 -0.184
H -1.88594 -6.12824 4.41928 0.147
C -0.81615 -6.00787 4.24593 -0.078
O -0.76253 12.09513 0.08960 0.077
H 0.17264 -9.25874 4.61606 -0.087
H -8.08054 -2.96048 -3.94973 0.089
H -1.04725 -3.32400 6.22637 0.080
C -1.45983 -0.60073 -0.23194 -0.268
O -1.81161 4.29713 -0.81660 -0.207
O 6.12705 -3.33094 0.68490 -0.197
C -0.94785 2.14072 -2.77519 -0.112
H -0.50825 -5.34267 6.18051 0.154
H 1.44479 1.45509 -1.54426 0.115
H 1.84956 -0.15177 0.16506 0.088
H 4.76459 -1.48746 -1.77756 0.120
C 6.44978 0.81773 -4.21616 -0.283
C -0.20386 -0.79050 0.29782 -0.056
H 1.32689 1.13717 -4.25042 0.084
H -1.57834 6.22831 3.51976 0.057
H 0.41173 -3.01228 5.22842 0.093
C -1.72041 0.31021 -1.21222 -0.018
H -3.28430 7.89994 -3.32567 0.111
H 1.71637 -5.27042 5.15489 0.138
H -0.96077 9.69789 -0.22311 0.120
N -1.53849 12.24663 -0.83149 -0.356
H -0.51922 -6.94995 6.08031 0.152
C -2.36907 5.77232 2.92121 -0.630
C 0.58343 0.89489 -1.19636 -0.029
H -3.23218 -0.86917 1.07633 -0.245
C 4.65100 -2.13355 -0.90094 -0.433
H 1.10717 4.65411 -2.13045 0.160
N 5.75048 -0.09459 -4.75870 0.050
C 0.53929 -9.37988 5.64214 -0.249
H 5.76952 -5.22715 -0.13819 0.087
H -5.58407 -3.40815 -2.95446 0.081
H -2.08784 -2.24542 1.02125 -0.032
H -3.21178 12.15583 -2.92413 0.118
C -2.08315 8.66447 -1.72400 -0.057
H 6.11217 -5.16762 1.59951 0.056
H -0.27125 -9.14402 6.33618 0.108
H 1.09045 4.10346 -4.53491 0.098
F 4.77977 -6.34006 2.71551 -0.727
O -7.31722 -3.30835 -4.42195 -0.071
C 0.57575 3.14385 -4.40895 -0.246
H -2.48091 3.81282 3.84605 0.047
C 3.58923 -3.17388 -1.24541 -0.069
H 3.97681 -3.91260 -1.94995 0.076
H -1.87589 2.69286 -2.58589 0.129
O -1.29808 -3.66058 4.20292 -0.215
C -2.57136 -1.49619 0.40680 -0.258
H 3.00082 -7.29589 5.02949 0.139
C -2.93676 8.78709 -2.81156 -0.063
H -0.27807 6.10141 -2.70908 0.086
```

Calculated values
**Frontier orbital gap**: 0.03721 Ha
**HOMO energy**: -6.40 eV
**E_tot**: -265416.585 eV
**LUMO energy**: -5.39 eV



Entry 2:
This record from the OMol25 dataset describes C34H58F3NaO36S as an isolated structure. The level of theory is ωB97M-V/def2-TZVPD.

Structure (XYZ):
```
133
Properties=species:S:1:pos:R:3:lowdin_charge:R:1
O 9.82142 -11.66910 8.85600 0.111
H 8.24876 -7.79523 3.12036 0.089
O 11.20405 -6.42964 12.59136 0.103
H 6.12594 -2.33414 8.34951 0.081
C 12.74696 -7.34724 11.11778 -0.071
O 3.46453 -3.39129 8.01647 0.084
O 2.20718 -6.21167 11.27719 0.014
O 4.52286 -12.55350 12.16113 0.122
C 4.92098 -5.40718 6.01295 0.015
H 8.16603 3.46038 11.48973 0.092
O 11.23855 -10.54203 12.15541 0.149
C 8.02704 -4.68238 9.77243 -0.567
C 3.01271 -5.49671 10.40903 -0.074
H 10.69207 -4.86305 7.13998 0.065
C 11.62877 -7.07177 5.69735 -0.448
H 11.54798 -5.52270 10.79258 0.127
H 7.04935 2.87525 12.60180 0.102
H 8.35370 -6.66991 16.01840 0.086
O 7.52724 -5.95075 3.64242 -0.011
H 6.27627 -8.80091 11.69998 0.106
O 8.62451 -0.41640 11.25052 -0.020
H 10.21972 -9.00577 4.23664 0.082
C 7.60617 -9.35962 7.47918 -0.091
H 9.92770 -0.74517 9.67831 0.112
H 13.51696 -6.81845 10.55601 0.156
C 9.25068 -10.73408 8.29563 -0.494
O 8.55980 1.59138 12.30875 -0.014
O 8.22877 -4.81053 14.32434 0.020
H 9.55359 -2.98387 12.36429 0.069
O 10.26914 -3.78815 14.19814 0.047
H 9.11437 -6.55070 2.37049 0.106
C 6.58831 -6.31756 4.54492 -0.554
H 0.44419 -2.43786 8.55315 0.099
O 4.21437 -10.90129 10.67536 0.114
H 3.99579 -5.96000 10.32535 0.068
C 12.19549 -6.95423 13.29106 -0.424
H 9.70000 -7.01575 16.99441 0.110
C 7.67487 -2.10939 4.90693 -0.474
O 8.15924 -7.42570 9.93179 -0.337
H 9.75409 -7.51163 15.24899 0.067
O 9.86563 -9.78406 7.52495 0.040
O 1.77406 -7.61507 12.93518 -0.002
H 8.54555 -9.66665 13.44788 0.145
C 5.50564 -1.47840 8.08293 -0.054
C 8.99415 -1.11877 10.09903 -0.059
H 10.67393 -7.01592 10.62592 0.120
C 8.12640 2.94698 12.45043 -0.021
O 2.31331 -1.93643 9.38598 -0.008
H 2.29348 -9.37275 13.78335 0.107
O 8.46806 -3.18176 4.64539 -0.006
O 3.87589 -6.73326 12.74576 0.088
H 8.72806 -4.17879 6.29311 0.083
H 1.27108 -3.75140 9.13100 0.071
C 1.95566 -8.38594 14.09984 -0.011
O 6.66596 -2.13066 3.98010 -0.013
H 6.86510 -9.60847 10.36549 0.101
H 9.89572 -2.87938 6.12450 0.101
O 10.06281 -5.49493 15.61586 -0.015
C 8.43738 0.92920 11.14940 -0.532
H 9.43032 -8.33713 13.01786 0.120
H 0.60738 -2.61558 10.33196 0.103
H 4.46965 -4.43727 6.22191 0.069
C 11.55409 -10.37579 13.43959 -0.496
C 9.36394 -3.65780 5.57735 -0.084
H 7.07638 -9.77013 6.61958 0.133
H 11.80559 -5.33480 8.44327 0.075
O 6.66263 -6.31379 11.51050 -0.345
O 6.04282 -10.85412 11.85238 0.077
H 4.10492 -8.89280 11.16135 0.125
C 9.46236 -4.69018 14.63918 -0.504
H 9.99512 -9.43292 11.09470 0.137
C 6.07391 -9.69498 11.11024 -0.179
H 5.52209 -0.80955 5.08127 0.068
O 5.86328 -5.24892 4.88434 0.004
H 11.83502 -8.65889 3.57108 0.105
C 4.92642 -11.55671 11.54789 -0.536
H 3.11296 -4.45337 10.70816 0.103
C 8.97472 -8.73988 7.14595 -0.114
O 6.05542 -6.48029 9.19061 -0.305
C 11.65047 -5.33125 7.36436 -0.064
O 4.26589 -1.29122 8.71312 0.020
O 10.59745 -9.74687 14.09395 0.127
O 12.61406 -10.68834 13.90418 0.333
O 11.54295 -8.41115 5.62955 -0.035
H 9.31668 -10.93668 11.68368 0.156
C 11.29218 -9.10225 4.40585 -0.005
C 10.00127 -10.12669 11.93538 -0.152
H 5.98984 -0.16824 3.43475 0.099
H 10.41739 -1.91447 13.40642 0.110
O 11.66940 -6.67473 7.02385 -0.026
O 7.90789 -10.45804 8.38351 0.034
O 6.51554 -7.49052 4.92281 0.087
C 8.63845 -6.79697 3.31966 -0.035
H 2.78045 -5.52678 9.34449 0.097
C 9.57330 -9.40245 13.19884 -0.092
H 10.10174 -4.29873 5.09468 0.084
F 7.89420 -4.32946 8.46706 0.111
H 1.01789 -8.37821 14.65541 0.108
C 9.65918 -2.69754 13.41070 0.037
H 4.81639 -1.44732 3.56294 0.096
O 7.84177 -1.22344 5.79645 0.060
C 5.71040 -1.03626 4.03187 -0.014
H 7.01085 -8.54761 7.89673 0.099
F 9.33265 -4.85313 9.98226 0.108
O 11.49960 -6.24130 4.72554 0.045
O 13.20556 -7.25944 12.43704 0.116
H 5.37641 -1.45482 7.00087 0.075
H 8.71177 3.45215 13.21871 0.102
H 5.42231 -5.72355 6.92765 0.069
S 7.14908 -6.35321 10.14578 0.531
C 4.68521 -9.58944 10.55632 -0.091
H 8.69309 -2.36115 13.78701 0.113
H 9.23902 -2.09996 10.50576 0.055
C 11.46566 -6.53141 11.19734 -0.085
H 12.45384 -4.71901 6.95466 0.113
H 11.70146 -10.09434 4.59653 0.111
H 9.16526 -7.81063 7.68285 0.113
Na 6.05663 -5.84784 13.76831 0.620
H 6.19868 -0.67513 8.33300 0.093
O 7.98849 1.44862 10.12516 0.106
H 4.18660 -6.16800 5.74851 0.100
C 9.43916 -6.75582 15.96849 -0.011
C 2.74416 -6.88635 12.35975 -0.522
F 7.50133 -3.68970 10.54281 0.108
H 9.40445 -6.89554 4.08883 0.054
H 9.08937 -8.63871 6.06673 0.108
H 8.24796 -1.18035 9.30688 0.087
C 1.11528 -2.69967 9.37119 -0.051
H 12.59179 -8.36438 10.75799 0.147
H 2.72513 -7.79985 14.60234 0.088
H 4.87293 -9.26282 9.53349 0.142
O 12.28899 -7.06671 14.52902 0.304
C 3.34816 -2.28841 8.57213 -0.491
```

Calculated values
**Frontier orbital gap (alpha / beta)**: 0.33770 / 0.07344 Ha
**Multiplicity**: 2
**Charge**: +1
**HOMO energy (alpha / beta)**: -12.13 / -12.13 eV
**E_tot**: -133300.583 eV
**LUMO energy (alpha / beta)**: -2.94 / -10.13 eV



Q: What is the formula in the second record?
A: C34H58F3NaO36S